Record 1
9
Properties=species:S:1:pos:R:3:mulliken_charge:R:1 method="wB97M-V/def2-TZVPD" homo_lumo_gap_ev="6.9892 / 6.9882" de_lowest_kcal_mol=56.5 spin_multiplicity=1 lumo_energy_ha="-0.072 / -0.072" homo_energy_ev="-8.954 / -8.954"
C -0.37 -1.00 -0.04 -0.049
C 0.19 1.02 0.11 -0.172
N 0.69 -0.23 -0.04 -0.573
N -1.46 -0.24 0.11 0.065
N -1.12 1.04 0.21 -0.351
S -4.03 1.82 -0.05 -0.295
I -3.66 -0.40 0.07 0.594
H -0.39 -2.06 -0.14 0.383
H 0.80 1.90 0.15 0.398

---

Record 2
55
Properties=species:S:1:pos:R:3:mulliken_charge:R:1 method="wB97M-V/def2-TZVPD" homo_lumo_gap_ev=6.2889 charge=+1 spin_multiplicity=1 lumo_energy_ha=-0.171 homo_energy_ev=-10.937
C 2.96 -2.69 0.61 -0.965
C 2.62 -1.10 0.37 -0.151
C 1.52 -1.02 -0.84 0.073
C 2.36 -0.45 -2.17 -1.232
C 0.29 0.03 -0.60 -0.167
C -0.93 -0.67 -1.51 -0.966
N -2.24 -0.90 -0.80 0.726
C -3.57 -1.46 -1.25 -0.586
I -5.28 -0.23 -1.93 0.233
C -3.72 -2.97 -1.20 -0.115
C -2.39 -3.85 -0.69 -0.765
I -5.53 -4.08 -1.74 0.146
C -2.08 -0.50 0.50 -0.358
C -0.53 0.04 0.82 0.843
C -0.59 1.65 1.16 -1.198
F -0.14 -0.88 1.91 -0.334
H 3.67 -3.03 -0.29 0.253
H 3.57 -2.92 1.59 0.324
H 2.00 -3.39 0.53 0.223
H 3.64 -0.61 -0.01 0.285
H 2.33 -0.51 1.34 -0.111
H 1.20 -2.12 -1.10 0.293
H 3.46 -0.89 -2.17 0.370
H 2.49 0.72 -1.96 0.361
H 1.78 -0.64 -3.18 0.270
H 0.51 1.11 -1.02 0.740
H -1.18 0.06 -2.40 0.258
H -0.70 -1.67 -2.07 0.372
H -2.01 -3.52 0.36 0.217
H -2.73 -4.98 -0.59 0.380
H -1.49 -3.80 -1.44 0.218
H -2.88 -0.49 1.36 0.332
H 0.46 2.15 0.98 0.347
H -1.35 2.19 0.43 0.301
H -0.93 1.87 2.26 0.352
C -4.76 3.83 -2.08 -0.909
S -3.11 3.75 -2.82 0.626
O -2.16 4.41 -1.87 -0.627
C -3.45 4.93 -4.15 -1.024
H -4.78 3.19 -1.19 0.246
H -4.99 4.86 -1.79 0.369
H -5.50 3.47 -2.80 0.324
H -3.76 5.89 -3.73 0.327
H -4.24 4.54 -4.80 0.359
H -2.54 5.07 -4.73 0.313
C 3.29 -1.06 4.73 -0.977
S 4.24 -0.16 3.48 0.557
O 4.81 -1.17 2.53 -0.607
C 5.57 0.35 4.60 -1.016
H 2.42 -1.50 4.24 0.270
H 3.90 -1.85 5.17 0.342
H 2.96 -0.37 5.51 0.418
H 6.04 -0.53 5.04 0.312
H 5.16 1.00 5.38 0.385
H 6.31 0.91 4.02 0.341

---

Record 3
89
Properties=species:S:1:pos:R:3:mulliken_charge:R:1 method="wB97M-V/def2-TZVPD" s_squared=3.81 homo_lumo_gap_ev="7.0951 / 2.8718" charge=+3 spin_multiplicity=4 lumo_energy_ha="-0.304 / -0.455" homo_energy_ev="-15.368 / -15.248"
C 5.63 0.03 3.55 -1.563
C 4.15 -0.08 3.35 0.875
C 3.28 0.55 4.25 -0.734
C 1.93 0.26 4.22 -0.493
C 1.43 -0.69 3.29 1.568
B -1.40 2.80 1.31 2.160
C 0.20 -1.37 3.55 0.168
C -0.43 -2.32 2.74 -0.365
C -1.38 -3.12 3.43 -0.795
C -1.46 -2.83 4.79 0.597
C -2.27 -3.56 5.79 -1.214
S -0.53 -1.43 5.15 -0.054
O -1.98 2.46 2.55 -0.456
C -3.22 1.84 2.20 1.349
C -3.42 0.64 3.12 -1.484
C -4.27 2.90 2.51 -1.699
C -3.08 1.46 0.64 1.579
C -2.97 -0.02 0.33 -1.735
C -4.16 2.08 -0.24 -1.624
O -1.84 2.05 0.22 -0.464
C 2.28 -1.12 2.24 -0.742
C 3.64 -0.83 2.29 -1.167
H 6.17 -0.35 2.69 0.410
H 5.93 1.07 3.73 0.362
H 5.95 -0.55 4.43 0.388
H 3.68 1.21 5.01 0.520
H 1.24 0.74 4.92 0.412
H -0.18 -2.47 1.70 0.518
H -1.97 -3.92 3.00 0.455
H -2.61 -4.52 5.38 0.392
H -1.71 -3.76 6.71 0.371
H -3.16 -2.97 6.05 0.314
H -4.39 0.18 2.92 0.396
H -2.63 -0.10 2.98 0.007
H -3.40 0.96 4.17 0.460
H -5.28 2.51 2.31 0.463
H -4.21 3.15 3.58 0.403
H -4.08 3.82 1.94 0.214
H -3.89 -0.56 0.61 0.416
H -2.83 -0.15 -0.75 0.529
H -2.12 -0.48 0.85 0.162
H -5.16 1.73 0.06 0.375
H -4.12 3.18 -0.20 0.335
H -3.97 1.77 -1.28 0.440
H 1.89 -1.73 1.43 0.345
H 4.30 -1.25 1.53 0.407
O 3.34 9.39 3.56 -0.238
C 3.08 8.34 3.96 0.498
Cr 2.38 6.60 4.39 -0.328
C 2.14 6.43 2.53 0.451
O 1.89 6.39 1.39 -0.288
C 0.71 7.48 4.35 0.481
O -0.27 8.08 4.18 -0.329
C 3.61 6.45 6.16 -0.688
C 4.24 5.76 5.12 -0.929
C 3.53 4.81 4.38 0.265
C 2.18 4.50 4.69 0.612
C 1.36 3.71 3.75 0.170
C 0.70 3.34 2.78 -0.857
C 0.18 3.03 1.51 0.510
C -1.03 4.33 1.06 0.703
C -1.30 5.29 2.06 -0.309
C -2.00 6.45 1.76 -1.221
C -2.49 6.67 0.47 -0.816
C -2.18 5.76 -0.55 -1.299
C -1.44 4.63 -0.27 -0.617
C 1.23 2.84 0.50 0.337
C 2.33 2.07 0.93 0.755
C 3.48 1.92 0.17 -0.893
C 3.55 2.50 -1.10 -0.789
C 2.48 3.28 -1.55 -1.125
C 1.38 3.51 -0.73 -0.506
C 1.58 5.17 5.77 -0.470
C 2.29 6.13 6.51 -0.812
H 4.14 7.24 6.71 0.547
H 5.27 6.00 4.84 0.533
H 3.98 4.31 3.53 0.820
H -0.94 5.08 3.07 0.823
H -2.20 7.17 2.55 0.578
H -3.08 7.56 0.25 0.520
H -2.52 5.94 -1.58 0.529
H -1.24 3.91 -1.06 0.566
H 2.25 1.62 1.93 -0.138
H 4.32 1.34 0.57 0.408
H 4.43 2.33 -1.72 0.457
H 2.53 3.73 -2.55 0.476
H 0.66 4.27 -1.04 0.617
H 0.54 4.95 6.00 0.657
H 1.80 6.65 7.34 0.539

---

Record 4
8
Properties=species:S:1:pos:R:3:mulliken_charge:R:1 method="wB97M-V/def2-TZVPD" homo_lumo_gap_ev="7.8197 / 7.8172" charge=-1 de_lowest_kcal_mol=63.3 spin_multiplicity=1 lumo_energy_ha="0.164 / 0.164" homo_energy_ev="-3.355 / -3.353"
C 2.84 0.13 0.27 -0.125
C 0.10 -0.16 0.11 -0.811
N 3.46 0.97 -0.20 -0.568
N 1.10 -1.10 0.48 0.040
O 1.22 -2.10 -0.30 -0.499
H -0.76 -0.65 0.28 0.361
H 0.12 0.85 0.57 0.268
H 0.09 -0.07 -0.99 0.336

---

Record 5
13
Properties=species:S:1:pos:R:3:mulliken_charge:R:1 method="wB97M-V/def2-TZVPD" homo_lumo_gap_ev=8.7565 de_lowest_kcal_mol=26.1 spin_multiplicity=1 lumo_energy_ha=-0.009 homo_energy_ev=-9.004
C -1.13 -1.65 0.70 -0.716
C 1.40 0.86 -1.26 -0.885
N -0.17 -0.79 1.28 -0.581
F 0.88 1.86 1.01 -0.282
P 0.01 1.04 -0.11 0.634
S -1.58 1.95 -0.62 -0.328
H -2.09 -1.15 0.64 0.324
H -0.95 -2.00 -0.37 0.244
H -1.05 -2.49 1.24 0.350
H 2.36 0.60 -0.74 0.284
H 1.25 0.22 -2.08 0.348
H 1.58 1.82 -1.76 0.326
H -0.50 -0.28 2.07 0.282